(1)
Formula: C41H42N8O6PS2Sc
Source: the OMol25 dataset
Level of theory: wB97M-V/def2-TZVPD

Geometry as ORCA input:
```
! wB97M-V def2-TZVPD RIJCOSX def2/J DEFGRID3
* xyz 0 1
Sc -0.47871 -0.56231 -0.56023
S -1.64271 1.17578 2.58230
S -1.34210 -1.82294 1.58333
P 1.73284 0.99310 -0.04831
O 2.50810 -3.31956 -0.14255
O 2.23521 2.47985 0.18291
O 0.77751 -1.98738 -0.46145
O 3.03574 0.13419 -0.29860
O 0.97195 0.38589 1.08649
O 0.81700 1.00237 -1.26726
N -3.34834 -2.16923 -0.60750
N -2.68445 3.36951 0.83140
N -0.25286 -0.21058 -3.36807
N -2.47769 0.67739 -1.56176
N -1.72743 -3.55608 -1.58594
N -4.59475 -3.02927 1.18045
N -1.28636 -2.37242 -2.16189
N -1.72616 1.21680 0.88165
C -4.19332 -2.04656 0.35377
C 1.39368 -2.51113 1.79660
C 4.24015 1.48603 -1.93770
C 2.51994 -2.76082 2.57698
C -3.92744 -6.59376 1.74808
C -0.89044 -2.49791 -3.36544
C -1.62327 2.90412 2.94342
C -0.37159 -1.32972 -4.08492
C 1.79809 3.24333 2.42755
C -2.27187 2.18826 0.26477
C -2.14266 3.83079 2.04890
C -4.08158 -4.31553 1.05249
C -3.67282 1.17867 -3.56814
C -0.05487 -1.39848 -5.43696
C 0.38317 -0.24519 -6.06688
C -2.57835 -5.80736 -0.07880
C -4.48501 -5.34284 1.90232
C 3.91140 0.07957 -1.46291
C -2.70313 -3.38962 -0.75396
C -1.12165 4.69881 4.47362
C 1.28785 -2.32067 4.57001
C 2.48628 -2.65736 3.95509
C -2.64517 1.94195 -1.16351
C 0.17180 0.88876 -3.97680
C 0.17947 -2.16002 2.41065
C 1.60286 -2.64556 0.31545
C -1.63364 5.61630 3.57087
C -3.00784 0.30490 -2.72032
C 3.24062 -0.73593 -2.55680
C -2.13448 5.18111 2.35011
C -1.09977 3.34891 4.14787
C 2.87999 2.97072 1.40125
C -2.97288 -6.82997 0.75711
C 0.16003 -2.08307 3.80783
C 5.14838 -0.63841 -0.94537
C -3.76567 2.50646 -3.19741
C -3.13674 -4.53509 0.05580
C 0.49045 0.92171 -5.32892
C -3.25633 2.89540 -1.96814
C 3.56145 4.25501 0.96041
C 3.89333 1.96823 1.93449
H 2.34702 -0.23056 -2.91545
H 3.37618 -2.84421 4.54158
H 4.06248 4.72524 1.80765
H -2.53047 -7.81118 0.65719
H -1.82314 -5.95681 -0.83653
H 4.91302 1.42248 -2.79458
H -0.94854 -3.46247 -3.86652
H -0.14971 -2.33367 -5.97107
H -0.72271 5.02971 5.42255
H 4.30290 4.04799 0.18874
H -2.89096 -0.73975 -2.96752
H 4.36514 2.38950 2.82401
H -0.77393 -1.81912 4.28851
H -3.35074 3.92720 -1.66277
H 3.93660 -0.85015 -3.39187
H 4.86989 -1.62607 -0.57998
H 1.06437 3.94631 2.03033
H 2.96600 -1.72001 -2.17929
H -2.53433 5.89377 1.63817
H -0.66472 2.62970 4.83025
H 5.88101 -0.75110 -1.74619
H 0.28905 1.75614 -3.34064
H -4.64440 -1.07609 0.53837
H 3.41806 1.02859 2.21465
H 4.66785 1.76064 1.19699
H 3.43044 -3.03945 2.06364
H 5.60407 -0.07383 -0.13165
H -5.21745 -5.15183 2.67642
H 3.34093 2.01999 -2.24740
H -3.06665 4.07351 0.22689
H -4.24634 3.23186 -3.84022
H 0.64048 -0.26019 -7.11785
H 2.82664 4.95281 0.55886
H 4.73103 2.06257 -1.15279
H -4.08752 0.81744 -4.49791
H 1.22984 -2.24209 5.64903
H 1.29241 2.31616 2.69272
H 2.23791 3.67820 3.32764
H -1.64242 6.67131 3.80728
H -4.22931 -7.39596 2.40807
H -5.19911 -2.80773 1.95344
H 0.83386 1.84202 -5.78024
*
```

Calculated values
**Energy relative to the best compared isomer or geometry (same formula, charge and spin)**: 23.9 kcal per mole
**LUMO**: -0.346 eV
**F_max**: 0.0224 hartree/bohr
**E_tot**: -4375.90424 a.u.
**Highest occupied orbital energy**: -6.49 eV
**Gap between HOMO and LUMO**: 6.15 eV

Here are the Löwdin charges for atoms 1 to 99, given in e: number 1, Sc, carries 0.861; number 2, S, carries 0.988; number 3, S, carries 0.668; number 4, P, carries 0.277; number 5, O, carries 0.064; number 6, O, carries -0.144; number 7, O, carries -0.188; number 8, O, carries -0.143; number 9, O, carries -0.294; number 10, O, carries -0.332; number 11, N, carries 0.090; number 12, N, carries 0.130; number 13, N, carries 0.081; number 14, N, carries 0.082; number 15, N, carries 0.096; number 16, N, carries 0.120; number 17, N, carries -0.028; number 18, N, carries -0.271; number 19, C, carries -0.209; number 20, C, carries -0.151; number 21, C, carries -0.023; number 22, C, carries -0.028; number 23, C, carries -0.074; number 24, C, carries -0.065; number 25, C, carries -0.455; number 26, C, carries -0.257; number 27, C, carries -0.027; number 28, C, carries -0.340; number 29, C, carries -0.246; number 30, C, carries -0.190; number 31, C, carries -0.034; number 32, C, carries -0.009; number 33, C, carries -0.056; number 34, C, carries -0.003; number 35, C, carries -0.016; number 36, C, carries -0.592; number 37, C, carries -0.340; number 38, C, carries -0.089; number 39, C, carries -0.099; number 40, C, carries -0.094; number 41, C, carries -0.179; number 42, C, carries -0.128; number 43, C, carries -0.561; number 44, C, carries -0.539; number 45, C, carries -0.088; number 46, C, carries -0.125; number 47, C, carries -0.010; number 48, C, carries -0.029; number 49, C, carries -0.111; number 50, C, carries -0.603; number 51, C, carries -0.071; number 52, C, carries -0.136; number 53, C, carries -0.013; number 54, C, carries -0.047; number 55, C, carries -0.097; number 56, C, carries -0.043; number 57, C, carries -0.003; number 58, C, carries -0.025; number 59, C, carries -0.021; number 60, H, carries 0.059; number 61, H, carries 0.093; number 62, H, carries 0.090; number 63, H, carries 0.104; number 64, H, carries 0.115; number 65, H, carries 0.092; number 66, H, carries 0.133; number 67, H, carries 0.114; number 68, H, carries 0.103; number 69, H, carries 0.078; number 70, H, carries 0.092; number 71, H, carries 0.095; number 72, H, carries 0.087; number 73, H, carries 0.106; number 74, H, carries 0.094; number 75, H, carries 0.089; number 76, H, carries 0.090; number 77, H, carries 0.084; number 78, H, carries 0.111; number 79, H, carries 0.113; number 80, H, carries 0.090; number 81, H, carries 0.109; number 82, H, carries 0.138; number 83, H, carries 0.090; number 84, H, carries 0.073; number 85, H, carries 0.114; number 86, H, carries 0.080; number 87, H, carries 0.112; number 88, H, carries 0.084; number 89, H, carries 0.115; number 90, H, carries 0.113; number 91, H, carries 0.109; number 92, H, carries 0.088; number 93, H, carries 0.072; number 94, H, carries 0.110; number 95, H, carries 0.096; number 96, H, carries 0.072; number 97, H, carries 0.097; number 98, H, carries 0.102; number 99, H, carries 0.105

(2)
Formula: C5H9NO
Source: the OMol25 dataset
Level of theory: wB97M-V/def2-TZVPD

Geometry as ORCA input:
```
! wB97M-V def2-TZVPD RIJCOSX def2/J DEFGRID3
* xyz 0 1
O -0.30523 -1.03442 -2.46214
N -1.32912 0.65587 -1.21599
C 0.32514 -1.15435 1.23569
C 0.14386 -0.19984 0.03408
C -0.47663 -0.39948 -1.44859
C 1.43164 0.61035 -0.17389
C -1.12386 0.65923 0.22137
H 2.23088 -0.04611 -0.53895
H 1.77716 1.06892 0.76142
H -2.20090 0.83171 -1.69661
H 0.90029 -2.06462 1.06124
H 0.86896 -0.59457 2.01448
H -1.89659 0.07678 0.73949
H 1.28053 1.39769 -0.91791
H -0.99854 1.63368 0.69128
H -0.62759 -1.44084 1.69502
*
```

Calculated values
**Energy relative to the best compared isomer or geometry (same formula, charge and spin)**: 27.9 kcal per mole
**LUMO**: 0.838 eV
**F_max**: 0.0218 hartree/bohr
**E_tot**: -325.89316 a.u.
**Highest occupied orbital energy**: -9.62 eV
**Gap between HOMO and LUMO**: 10.46 eV

So, what does the Löwdin scheme give us? The charges, in e, come out as: number 1, O, carries 0.082; number 2, N, carries 0.080; number 3, C, carries -0.037; number 4, C, carries -0.393; number 5, C, carries -0.411; number 6, C, carries -0.049; number 7, C, carries -0.144; number 8, H, carries 0.092; number 9, H, carries 0.082; number 10, H, carries 0.142; number 11, H, carries 0.079; number 12, H, carries 0.082; number 13, H, carries 0.115; number 14, H, carries 0.089; number 15, H, carries 0.119; number 16, H, carries 0.072

(3)
Formula: C4H3NS
Source: the OMol25 dataset
Level of theory: wB97M-V/def2-TZVPD

Geometry as ORCA input:
```
! wB97M-V def2-TZVPD RIJCOSX def2/J DEFGRID3
* xyz 0 1
S -2.66398 -0.12446 0.07224
N 1.21890 -0.86685 -0.01911
C -0.02894 -1.34588 -0.16372
C 1.13938 0.46466 0.22483
C -0.98622 -0.14342 -0.26437
C -0.06110 1.09111 -0.23872
H -0.37176 -2.29381 0.17895
H 1.93309 1.09467 0.44097
H -0.17937 2.12398 -0.23107
*
```

Calculated values
**Energy relative to the best compared isomer or geometry (same formula, charge and spin)**: 40.6 kcal per mole
**LUMO**: -2.318 eV
**F_max**: 0.1309 hartree/bohr
**E_tot**: -607.04327 a.u.
**Highest occupied orbital energy**: -9.07 eV
**Gap between HOMO and LUMO**: 6.75 eV

So, what does the Löwdin scheme give us? The charges, in e, come out as: number 1, S, carries 0.691; number 2, N, carries 0.044; number 3, C, carries -0.105; number 4, C, carries -0.152; number 5, C, carries -0.670; number 6, C, carries -0.049; number 7, H, carries 0.096; number 8, H, carries 0.080; number 9, H, carries 0.066

(4)
Formula: C5H8O
Source: the OMol25 dataset
Level of theory: wB97M-V/def2-TZVPD

Geometry as ORCA input:
```
! wB97M-V def2-TZVPD RIJCOSX def2/J DEFGRID3
* xyz 0 1
O -0.34113 0.78704 1.77787
C 0.35874 -1.33819 -0.84126
C -0.60939 -0.40179 -0.49428
C 0.35213 0.70695 -0.81678
C -1.11399 -0.06407 1.23145
C 1.25823 1.13908 0.08749
H 1.77773 2.07967 -0.06940
H 1.57484 0.53346 0.92576
H 0.18371 1.22095 -1.75840
H -2.14211 0.25998 0.97018
H -1.49935 -0.43462 -1.12314
H 1.28374 -1.41908 -0.28098
H 0.21689 -2.06641 -1.64036
H -1.11374 -1.10173 1.61880
*
```

Calculated values
**Energy relative to the best compared isomer or geometry (same formula, charge and spin)**: 119.9 kcal per mole
**LUMO (alpha / beta)**: -0.629 / -0.630 eV
**F_max**: 0.0075 hartree/bohr
**E_tot**: -270.36688 a.u.
**Highest occupied orbital energy (alpha / beta)**: -8.56 / -8.55 eV
**Gap between HOMO and LUMO (alpha / beta)**: 7.93 / 7.92 eV

So, what does the Löwdin scheme give us? The charges, in e, come out as: number 1, O, carries -0.151; number 2, C, carries 0.110; number 3, C, carries -0.292; number 4, C, carries -0.166; number 5, C, carries -0.324; number 6, C, carries 0.044; number 7, H, carries 0.078; number 8, H, carries 0.079; number 9, H, carries 0.115; number 10, H, carries 0.101; number 11, H, carries 0.127; number 12, H, carries 0.090; number 13, H, carries 0.089; number 14, H, carries 0.100

(5)
Formula: C14H11Cl4O5
Source: the OMol25 dataset
Level of theory: wB97M-V/def2-TZVPD

Geometry as ORCA input:
```
! wB97M-V def2-TZVPD RIJCOSX def2/J DEFGRID3
* xyz -1 1
Cl 0.97750 -1.03360 -3.18937
Cl 3.50353 0.37799 -1.82124
Cl -0.27083 -3.41998 1.37877
Cl 1.60130 -1.37038 2.90286
O 3.63477 -1.28213 -4.93653
O 3.33397 0.09177 1.05498
O 0.07018 -3.32264 -1.53439
O 1.53633 -3.35050 -5.04722
O 1.79882 -4.88226 -3.41382
C 0.48056 -6.86200 -3.34431
C 2.52071 -0.75329 -1.03728
C 1.76939 -1.66223 -1.77400
C 2.56379 -0.65780 0.46341
C 0.81951 -2.40937 0.53166
C 5.37552 -1.97072 -3.39811
C 1.60231 -1.52207 1.20476
C 5.46042 -3.17066 -2.46066
C 3.93902 -2.00292 -4.00817
C 0.57896 -5.46472 -3.89576
C 3.15182 -3.00161 -3.23187
C 0.82681 -2.52873 -0.96876
C 4.13939 -3.95418 -2.61693
C 2.07909 -3.69290 -4.01199
H 4.38874 -4.82747 -3.26932
H 6.34528 -3.78036 -2.68607
H 5.50932 -1.01757 -2.86763
H 3.75306 -4.35134 -1.66961
H -0.47952 -7.28666 -3.64506
H 0.57051 -5.46334 -4.99329
H 5.53633 -2.82329 -1.42624
H 6.13494 -2.01497 -4.19349
H -0.24500 -4.83359 -3.52032
H 1.28160 -7.48535 -3.75525
H 0.53532 -6.86355 -2.25975
*
```

Calculated values
**Energy relative to the best compared isomer or geometry (same formula, charge and spin)**: 14.5 kcal per mole
**LUMO**: 1.191 eV
**F_max**: 0.0462 hartree/bohr
**E_tot**: -2757.05910 a.u.
**Highest occupied orbital energy**: -4.06 eV
**Gap between HOMO and LUMO**: 5.25 eV

So, what does the Löwdin scheme give us? The charges, in e, come out as: number 1, Cl, carries 0.806; number 2, Cl, carries 0.781; number 3, Cl, carries 0.714; number 4, Cl, carries 0.732; number 5, O, carries 0.034; number 6, O, carries -0.005; number 7, O, carries 0.048; number 8, O, carries 0.056; number 9, O, carries -0.047; number 10, C, carries -0.079; number 11, C, carries -0.657; number 12, C, carries -0.567; number 13, C, carries -0.465; number 14, C, carries -0.599; number 15, C, carries -0.133; number 16, C, carries -0.614; number 17, C, carries -0.190; number 18, C, carries -0.427; number 19, C, carries -0.246; number 20, C, carries -0.156; number 21, C, carries -0.377; number 22, C, carries -0.165; number 23, C, carries -0.510; number 24, H, carries 0.123; number 25, H, carries 0.098; number 26, H, carries 0.069; number 27, H, carries 0.110; number 28, H, carries 0.071; number 29, H, carries 0.119; number 30, H, carries 0.100; number 31, H, carries 0.109; number 32, H, carries 0.119; number 33, H, carries 0.075; number 34, H, carries 0.073

(6)
Formula: C5H13N
Source: the OMol25 dataset
Level of theory: wB97M-V/def2-TZVPD

Geometry as ORCA input:
```
! wB97M-V def2-TZVPD RIJCOSX def2/J DEFGRID3
* xyz 0 1
N -1.89779 -0.01644 -0.09566
C -0.66647 0.79100 -0.18625
C 0.72874 -1.36807 0.51831
C 1.55014 -1.54712 -0.82477
C 0.46770 0.16872 0.64352
C -1.01671 2.18626 0.04045
H 2.23887 -2.36351 -0.73904
H 1.37045 0.78611 0.36113
H 2.09474 -0.57985 -1.14591
H 0.34156 0.34009 1.78290
H -1.85769 -0.49735 0.75821
H 1.01419 -1.64669 -1.73978
H -0.17086 2.82970 0.45778
H -1.52990 2.73809 -0.78479
H -0.25457 0.50637 -1.11783
H -1.86303 -0.81323 -0.77587
H -0.09837 -2.08420 0.57506
H -1.71592 2.25383 0.92235
H 1.26493 -1.68369 1.35018
*
```

Calculated values
**Energy relative to the best compared isomer or geometry (same formula, charge and spin)**: 33.5 kcal per mole
**LUMO**: 1.088 eV
**F_max**: 0.0761 hartree/bohr
**E_tot**: -253.00974 a.u.
**Highest occupied orbital energy**: -9.39 eV
**Gap between HOMO and LUMO**: 10.48 eV

So, what does the Löwdin scheme give us? The charges, in e, come out as: number 1, N, carries 0.029; number 2, C, carries -0.511; number 3, C, carries -0.218; number 4, C, carries -0.102; number 5, C, carries -0.206; number 6, C, carries -0.095; number 7, H, carries 0.049; number 8, H, carries 0.117; number 9, H, carries 0.094; number 10, H, carries 0.130; number 11, H, carries 0.034; number 12, H, carries 0.043; number 13, H, carries 0.093; number 14, H, carries 0.088; number 15, H, carries 0.109; number 16, H, carries 0.090; number 17, H, carries 0.098; number 18, H, carries 0.091; number 19, H, carries 0.065